The following is a quantum chemistry calculation of a structure of composition C18H29N9O3RbS at a distorted geometry, from the Open Molecules 2025 dataset.

The geometry in XYZ format:
```
61
Properties=species:S:1:pos:R:3
Rb 0.72 -0.90 0.56
C 6.06 -0.03 -0.83
C 4.56 -0.19 -0.75
N 3.93 -0.31 0.38
N 4.61 -0.46 1.50
C 4.21 -0.04 2.66
N 4.88 -0.58 3.75
S 3.19 1.27 3.00
C 3.75 -0.13 -1.95
C 4.33 -0.14 -3.24
C 3.51 -0.07 -4.34
C 2.14 0.03 -4.16
C 1.66 0.06 -2.86
N 2.42 -0.02 -1.79
H 6.45 0.05 0.18
H 6.31 0.87 -1.38
H 6.53 -0.89 -1.32
H 5.26 -1.51 3.60
H 4.42 -0.43 4.63
H 5.39 -0.22 -3.37
H 3.93 -0.08 -5.34
H 1.46 0.09 -5.00
H 0.60 0.19 -2.67
N 2.43 2.75 0.19
C 1.43 3.57 -0.21
N 1.27 4.70 0.57
O 0.78 3.41 -1.23
H 2.70 2.67 1.16
H 2.54 1.90 -0.35
H 1.66 4.71 1.49
H 0.43 5.23 0.41
C -1.71 -3.71 1.91
C -0.62 -4.07 0.84
O -0.29 -5.25 0.76
O -0.21 -3.11 0.15
H -2.16 -4.62 2.30
H -2.47 -3.08 1.46
H -1.25 -3.16 2.74
C -5.81 -0.26 2.01
C -4.52 -0.75 2.66
N -3.43 -0.02 2.08
C -3.33 0.15 0.71
N -2.18 0.44 0.24
C -2.02 0.74 -1.16
C -3.33 1.19 -1.81
C -4.40 0.17 -1.45
N -4.52 0.14 0.00
C -5.70 -0.50 0.52
H -5.92 0.81 2.20
H -6.68 -0.78 2.42
H -4.43 -1.84 2.51
H -4.53 -0.56 3.74
H -2.51 -0.18 2.48
H -1.65 -0.16 -1.67
H -1.27 1.53 -1.25
H -3.23 1.26 -2.89
H -3.62 2.16 -1.41
H -4.13 -0.83 -1.84
H -5.38 0.44 -1.86
H -5.68 -1.59 0.31
H -6.56 -0.08 -0.01
```

The total charge is -1. As for the LUMO energy: 2.23 eV. For the HOMO energy, the calculation gives -4.49 eV. The calculation puts the electronic energy at -1844.2671 Ha.